Formula: C3H6O2
Source: the Open Molecules 2025 dataset
Level of theory: the ωB97M-V functional and the def2-TZVPD basis

Each line ends with the Löwdin charge.
Positions of all 11 atoms, in Å:
C 1.29882 -0.28347 -0.77482  -0.01
C 0.24760 0.41626 0.05074  -0.41
O 0.42802 1.52697 0.51029  0.08
C -1.07870 -0.27516 0.32056  -0.22
O -1.74784 0.31776 1.38901  -0.05
H 1.47331 0.27137 -1.70200  0.09
H 1.03223 -1.31739 -1.01024  0.08
H 2.23687 -0.27189 -0.21104  0.09
H -0.91641 -1.34059 0.51993  0.13
H -1.66960 -0.21659 -0.61178  0.14
H -1.30429 1.17274 1.51935  0.08

The SMILES is CC(=O)CO. As for the multiplicity: 1. The value obtained for the energy above the lowest of the compared OMol25 structures with the same formula, charge and spin is 17.28 kcal per mole. Its gap between HOMO and LUMO is 11.083 eV. The lowest unoccupied orbital energy is 0.86 eV.